The following is a quantum chemistry calculation of 2 unconnected molecules or ions with the total composition C3H7NOSi at a distorted geometry, from the Open Molecules 2025 dataset.

Each line ends with the natural charge from an NBO analysis.
Element x y z (Å)
C  3.365  0.111  -0.494  -0.16
C  -2.200  -0.513  -0.133  -0.26
C  -0.471  1.171  0.030  -0.04
N  4.063  0.384  -1.385  -0.30
O  -1.309  0.332  -0.767  -0.50
Si  2.099  -0.546  0.714  0.64
H  -1.604  -1.437  0.215  0.18
H  -3.004  -0.727  -0.826  0.20
H  -2.831  -0.185  0.740  0.18
H  0.112  1.872  -0.633  0.20
H  -0.722  1.343  0.981  0.16
H  2.928  -0.451  2.040  -0.14
H  1.516  -1.848  0.492  -0.15

The total charge is 0. The calculation puts the LUMO energy (spin up / spin down) at -1.11 / -0.15 eV. For the orbital gap (spin up / spin down), the calculation gives 7.194 / 8.052 eV. For the HOMO energy (spin up / spin down), the calculation gives -8.301 / -8.199 eV. The largest force on an atom comes out at 6.48 eV/Å.

***

The following is a quantum chemistry calculation of a molecular structure, C40H45AsGeN4NiS, from the Open Molecules 2025 dataset.

Each line ends with the Löwdin charge.
Element x y z (Å)
Ni  0.293  0.912  0.293  0.29
S  -0.157  2.179  2.125  0.70
C  -1.677  2.304  1.282  -0.72
C  -2.917  2.260  1.849  -0.12
C  -4.085  2.124  1.086  -0.07
C  -3.938  1.905  -0.300  -0.08
C  -2.725  1.946  -0.893  -0.10
N  -1.529  2.286  -0.166  -0.11
H  -2.964  2.260  2.931  0.12
H  -5.058  2.113  1.553  0.10
H  -4.796  1.681  -0.921  0.11
H  -2.592  1.777  -1.951  0.09
C  2.357  2.487  -3.425  0.01
N  1.354  1.658  -2.707  -0.19
C  1.385  0.252  -3.197  -0.01
C  -0.066  2.195  -2.765  -0.07
C  -0.262  3.457  -1.968  -0.16
C  0.177  4.668  -2.510  -0.05
C  0.073  5.857  -1.810  -0.06
C  -0.513  5.852  -0.553  -0.04
C  -1.020  4.677  -0.025  -0.01
C  -0.906  3.480  -0.721  -0.20
H  3.322  1.991  -3.350  0.11
H  2.410  3.466  -2.964  0.09
H  2.061  2.569  -4.470  0.11
H  1.641  1.649  -1.710  0.09
H  1.042  0.237  -4.230  0.11
H  0.721  -0.345  -2.577  0.02
H  2.406  -0.117  -3.134  0.11
H  -0.686  1.372  -2.409  0.06
H  -0.281  2.349  -3.824  0.15
H  0.580  4.682  -3.514  0.12
H  0.421  6.781  -2.250  0.11
H  -0.612  6.773  0.005  0.12
H  -1.518  4.677  0.935  0.12
C  -2.228  -3.233  -1.614  -0.29
As  -1.913  -1.425  -2.283  1.05
C  -1.285  -1.904  -4.085  -0.33
C  -3.757  -0.984  -2.768  -0.32
H  -2.685  -3.839  -2.395  0.03
H  -2.885  -3.181  -0.747  0.01
H  -1.287  -3.683  -1.300  0.02
H  -1.300  -1.021  -4.727  0.02
H  -1.926  -2.666  -4.526  0.03
H  -0.265  -2.289  -4.042  0.01
H  -4.199  -1.780  -3.366  0.03
H  -3.779  -0.052  -3.335  0.02
H  -4.338  -0.850  -1.857  0.01
N  6.338  -0.367  1.606  0.20
C  5.509  0.393  1.376  -0.16
C  4.475  1.346  1.090  -0.17
C  4.552  2.656  1.552  0.03
C  3.557  3.550  1.201  -0.01
C  2.524  3.113  0.395  -0.13
N  2.444  1.850  -0.053  -0.01
C  3.390  0.976  0.304  -0.07
H  5.384  2.960  2.173  0.14
H  3.576  4.573  1.549  0.12
H  1.723  3.779  0.100  0.10
H  3.287  -0.045  -0.040  0.11
C  1.355  -2.487  -0.645  -0.25
Ge  0.599  -1.383  0.816  0.86
C  1.874  -1.467  2.293  -0.35
C  3.095  -2.134  2.189  -0.14
C  3.988  -2.167  3.253  -0.10
C  3.673  -1.525  4.440  -0.08
C  2.461  -0.856  4.562  -0.08
C  1.573  -0.826  3.498  -0.12
C  -1.145  -2.075  1.371  -0.27
C  -2.248  -1.270  1.247  -0.15
C  -3.546  -1.722  1.573  -0.08
C  -3.728  -2.998  2.018  -0.03
C  -2.620  -3.868  2.181  -0.17
C  -2.795  -5.190  2.660  -0.03
C  -1.725  -6.018  2.835  -0.07
C  -0.423  -5.555  2.545  -0.06
C  -0.228  -4.287  2.077  -0.04
C  -1.318  -3.403  1.871  -0.18
H  1.382  -3.541  -0.361  0.02
H  2.379  -2.182  -0.877  0.00
H  0.761  -2.410  -1.555  -0.04
H  3.358  -2.658  1.275  0.09
H  4.933  -2.684  3.150  0.10
H  4.366  -1.550  5.271  0.11
H  2.208  -0.359  5.490  0.11
H  0.629  -0.302  3.611  0.07
H  -2.148  -0.257  0.877  0.05
H  -4.388  -1.049  1.463  0.10
H  -4.718  -3.364  2.261  0.12
H  -3.798  -5.529  2.891  0.11
H  -1.868  -7.024  3.206  0.11
H  0.425  -6.208  2.702  0.11
H  0.782  -3.943  1.888  0.08

The total charge is +1. The calculation puts the LUMO energy (spin up / spin down) at -2.98 / -3.52 eV. Its spin multiplicity is 4. For the orbital gap (spin up / spin down), the calculation gives 5.730 / 6.478 eV. As for the expectation value of S²: 3.793. For the HOMO energy (spin up / spin down), the calculation gives -8.708 / -9.997 eV. The largest force on an atom comes out at 0.44 eV/Å.

***

The following is a quantum chemistry calculation of C14H13ClN2O4 in the gas phase at a distorted geometry, from the Open Molecules 2025 dataset.

Each line ends with the natural charge from an NBO analysis.
Element x y z (Å)
C  1.860  -0.414  -2.043  -0.61
C  2.706  -0.455  -0.717  -0.15
C  3.213  -1.882  -0.368  -0.60
C  3.936  0.452  -0.966  -0.60
C  1.886  0.019  0.485  0.61
O  2.473  0.468  1.468  -0.50
C  0.436  -0.238  0.481  -0.35
C  -0.018  -1.567  0.664  0.28
N  -0.464  -2.628  0.777  -0.30
C  -0.435  0.825  0.372  0.44
O  0.068  2.043  0.050  -0.66
C  -1.898  0.644  0.437  -0.11
C  -2.464  0.234  -0.782  -0.15
C  -3.847  0.019  -0.911  -0.18
C  -4.635  0.047  0.208  -0.02
Cl  -6.384  -0.248  0.097  0.02
C  -4.068  0.391  1.449  -0.19
C  -2.692  0.746  1.598  0.11
N  -2.220  1.234  2.825  0.48
O  -1.199  1.946  2.874  -0.38
O  -2.834  0.968  3.873  -0.35
H  2.440  -0.503  -2.943  0.22
H  1.151  -1.181  -2.074  0.21
H  1.330  0.547  -2.167  0.21
H  3.767  -2.304  -1.215  0.22
H  3.938  -1.785  0.458  0.23
H  2.386  -2.553  -0.170  0.22
H  3.713  1.521  -1.133  0.22
H  4.633  0.432  -0.144  0.22
H  4.525  0.062  -1.799  0.21
H  -0.402  2.711  0.572  0.51
H  -1.917  0.106  -1.684  0.24
H  -4.245  -0.122  -1.896  0.24
H  -4.739  0.466  2.323  0.27

The total charge is 0. The calculation puts the LUMO energy at -1.60 eV. For the orbital gap, the calculation gives 8.227 eV. The structure (SMILES) is CC(C)(C)C(=O)/C(C#N)=C(\O)c1ccc(Cl)cc1[N+](=O)[O-]. For the HOMO energy, the calculation gives -9.832 eV. The largest force on an atom comes out at 4.47 eV/Å.

***

The following is a quantum chemistry calculation of 2 unconnected molecules or ions with the total composition C6H10O, from the Open Molecules 2025 dataset.

Each line ends with the natural charge from an NBO analysis.
Element x y z (Å)
C  3.113  0.424  0.468  -0.23
C  2.013  0.845  0.222  -0.02
C  0.652  1.315  -0.055  -0.58
C  -0.358  0.194  0.248  0.63
O  -1.123  0.273  1.181  -0.53
C  -0.345  -0.985  -0.707  -0.52
C  -1.015  -2.229  -0.126  -0.60
H  4.087  0.052  0.699  0.24
H  0.404  2.170  0.581  0.26
H  0.560  1.615  -1.110  0.25
H  -0.876  -0.647  -1.615  0.23
H  0.695  -1.185  -1.003  0.23
H  -1.029  -3.038  -0.866  0.21
H  -2.041  -2.012  0.193  0.22
H  -0.464  -2.580  0.753  0.21
H  -2.213  3.216  0.398  -0.02
H  -2.059  2.572  0.738  0.01

The total charge is 0. The calculation puts the LUMO energy at 0.93 eV. For the orbital gap, the calculation gives 10.577 eV. The structure (SMILES) is C#CCC(=O)CC.[H][H]. For the HOMO energy, the calculation gives -9.648 eV. The largest force on an atom comes out at 0.51 eV/Å.

***

no.,DFT total energy (eV)
1,-14634.81235
2,-217395.89796
3,-38417.26524
4,-8428.88045